Record 1
{"formula": "H2NP", "method": "wB97M-V/def2-TZVPD", "symbols": ["P", "N", "H", "H"], "positions_angstrom": [[-0.43, -0.05, -0.67], [0.36, -0.02, 0.65], [0.53, 0.56, -1.40], [-0.46, -0.49, 1.42]], "lowdin_charge": [0.62, -0.47, -0.19, 0.05], "relative_energy_kcal_mol": 15.3, "lumo_ev": -0.218, "total_charge": 0, "smiles": "[H]/N=P/[H]", "e_tot_ha": -397.23426}

Record 2
{"formula": "C39H35ClN2Si2Zn", "method": "wB97M-V/def2-TZVPD", "symbols": ["Zn", "Cl", "Si", "Si", "N", "N", "C", "C", "C", "C", "C", "C", "C", "C", "C", "C", "C", "C", "C", "C", "C", "C", "C", "C", "C", "C", "C", "C", "C", "C", "C", "C", "C", "C", "C", "C", "C", "C", "C", "C", "C", "C", "C", "C", "C", "H", "H", "H", "H", "H", "H", "H", "H", "H", "H", "H", "H", "H", "H", "H", "H", "H", "H", "H", "H", "H", "H", "H", "H", "H", "H", "H", "H", "H", "H", "H", "H", "H", "H", "H"], "positions_angstrom": [[0.60, 2.84, 0.92], [0.70, 0.62, 1.76], [-0.12, -2.03, 0.88], [-1.60, -2.14, -2.49], [0.47, 3.50, 3.01], [2.64, 3.18, 1.52], [-0.67, 3.74, 5.12], [-2.27, -0.20, 1.06], [-3.09, 0.87, 0.72], [2.45, -0.34, -1.90], [2.30, -2.83, -0.61], [-1.43, -0.87, 0.14], [-1.53, -0.50, -1.30], [0.53, 4.10, 5.74], [-3.24, -3.01, -2.06], [-0.15, 3.51, -1.05], [-4.96, -3.41, -0.35], [-3.15, 1.30, -0.60], [-0.65, 3.46, 3.75], [-5.59, -4.35, -1.17], [1.66, 3.80, 3.62], [3.39, -1.33, -2.20], [0.99, 4.40, -1.16], [-1.01, 4.05, -0.02], [-0.39, 5.25, 0.50], [-2.40, 0.67, -1.58], [3.31, -2.58, -1.53], [0.84, 5.43, -0.18], [0.14, -5.88, -1.36], [0.41, -4.17, -3.52], [5.23, 3.36, 2.53], [-5.04, -4.64, -2.42], [-3.89, -3.98, -2.87], [4.15, 3.73, 3.31], [1.16, -6.11, -2.27], [1.26, -5.27, -3.39], [2.84, 3.61, 2.79], [1.70, 4.12, 4.99], [1.49, -0.58, -0.93], [4.99, 2.86, 1.25], [3.69, 2.80, 0.78], [1.34, -1.83, -0.30], [-3.81, -2.75, -0.81], [-0.72, -4.78, -1.52], [-0.51, -3.80, -2.51], [-2.39, 1.09, -2.59], [-0.43, 2.76, -1.79], [-0.58, -0.37, -1.92], [1.50, 6.29, -0.06], [-2.22, -0.50, 2.12], [1.77, 4.35, -1.93], [-2.05, 3.73, 0.15], [-1.56, 3.16, 3.22], [-1.57, -4.70, -0.84], [-1.60, 3.68, 5.66], [2.67, 4.34, 5.43], [4.05, -3.34, -1.74], [3.44, 2.41, -0.21], [4.27, 4.08, 4.33], [-6.52, -4.82, -0.83], [4.20, -1.13, -2.90], [2.02, -5.48, -4.14], [-3.48, -4.23, -3.86], [-3.82, 2.13, -0.87], [0.06, -2.48, 2.21], [-3.34, -2.03, -0.14], [5.79, 2.52, 0.60], [0.57, 4.34, 6.80], [1.86, -6.95, -2.14], [0.85, 0.26, -0.65], [6.24, 3.43, 2.92], [-1.58, -1.74, -3.93], [-5.36, -3.15, 0.63], [-0.84, 5.91, 1.25], [0.01, -6.55, -0.51], [0.48, -3.57, -4.44], [-5.52, -5.39, -3.05], [2.23, -3.82, -0.13], [2.47, 0.64, -2.40], [-3.68, 1.36, 1.49]], "lowdin_charge": [0.51, 0.15, 0.80, 0.83, 0.04, 0.05, -0.03, -0.22, -0.13, -0.09, -0.11, -0.43, -0.37, -0.05, -0.29, -0.21, -0.08, -0.13, -0.10, -0.10, -0.18, -0.08, -0.17, -0.22, -0.17, -0.10, -0.09, -0.17, -0.10, -0.11, -0.04, -0.10, -0.09, 0.01, -0.10, -0.10, -0.19, 0.00, -0.21, -0.04, -0.09, -0.34, -0.10, -0.12, -0.26, 0.11, 0.09, 0.06, 0.09, 0.10, 0.09, 0.09, 0.12, 0.09, 0.11, 0.10, 0.09, 0.12, 0.11, 0.10, 0.10, 0.10, 0.10, 0.11, -0.07, 0.06, 0.11, 0.12, 0.10, 0.02, 0.11, 0.01, 0.10, 0.10, 0.10, 0.10, 0.10, 0.11, 0.11, 0.09], "relative_energy_kcal_mol": 0.0, "lumo_ev": [-0.863, -0.863], "total_charge": 0, "e_tot_ha": -4435.05621}

Record 3
{"formula": "C2H3N4", "method": "wB97M-V/def2-TZVPD", "symbols": ["N", "N", "N", "N", "C", "C", "H", "H", "H"], "positions_angstrom": [[1.29, 0.71, 0.06], [0.03, -0.88, -1.24], [-0.39, 1.28, 1.59], [0.09, 0.12, -0.22], [-0.84, 0.43, 0.65], [0.79, 1.36, 1.07], [-0.12, -1.82, -0.78], [0.87, -1.03, -1.90], [-1.71, -0.17, 0.77]], "lowdin_charge": [0.22, 0.16, 0.24, -0.16, -0.07, 0.14, 0.14, 0.17, 0.16], "relative_energy_kcal_mol": 58.8, "lumo_ev": [-9.045, -9.046], "total_charge": 1, "e_tot_ha": -296.53169}

Record 4
{"formula": "C5H8N2O2S", "method": "wB97M-V/def2-TZVPD", "symbols": ["S", "O", "O", "N", "N", "C", "C", "C", "C", "C", "H", "H", "H", "H", "H", "H", "H", "H"], "positions_angstrom": [[1.40, 1.25, 0.54], [-1.91, 0.68, -0.58], [-0.32, 2.27, -1.26], [-0.72, -1.64, 2.17], [-0.36, -1.05, -0.05], [0.91, 0.29, -2.14], [-0.36, -0.78, 1.17], [-0.93, 1.20, -0.80], [0.46, 1.07, -0.98], [0.05, 0.59, 1.55], [0.25, 0.63, 2.60], [0.10, 0.47, -2.92], [-0.80, -1.28, 3.11], [1.06, -0.84, -1.97], [-1.02, -2.60, 2.05], [-0.68, -2.07, -0.31], [1.94, 0.51, -2.53], [-0.81, 1.27, 1.37]], "lowdin_charge": [1.00, 0.20, 0.13, 0.13, 0.08, -0.06, -0.56, -0.64, -0.70, -0.39, 0.07, 0.12, 0.09, 0.10, 0.10, 0.14, 0.09, 0.10], "relative_energy_kcal_mol": 90.0, "lumo_ev": 0.671, "total_charge": 0, "smiles": "[H]/N=C(\\N)CS[C@]1(C)OC1=O", "e_tot_ha": -853.39997}

Record 5
{"formula": "C21H60O13", "method": "wB97M-V/def2-TZVPD", "symbols": ["O", "O", "O", "O", "O", "O", "O", "O", "O", "O", "O", "O", "O", "C", "C", "C", "C", "C", "C", "C", "C", "C", "C", "C", "C", "C", "C", "C", "C", "C", "C", "C", "C", "C", "H", "H", "H", "H", "H", "H", "H", "H", "H", "H", "H", "H", "H", "H", "H", "H", "H", "H", "H", "H", "H", "H", "H", "H", "H", "H", "H", "H", "H", "H", "H", "H", "H", "H", "H", "H", "H", "H", "H", "H", "H", "H", "H", "H", "H", "H", "H", "H", "H", "H", "H", "H", "H", "H", "H", "H", "H", "H", "H", "H"], "positions_angstrom": [[-2.24, -0.13, -0.27], [1.98, 3.67, -3.54], [2.87, -6.62, -0.68], [-1.77, -0.93, -5.43], [0.34, 3.44, 1.13], [-5.05, 0.22, 0.51], [0.39, -2.72, -6.12], [3.46, 1.99, 4.79], [2.97, -1.35, 2.12], [-1.15, -5.92, 2.39], [-4.00, 2.83, -3.40], [3.21, -1.75, -0.61], [-3.43, 2.40, 4.20], [-2.55, 2.95, 3.25], [2.83, -5.56, -0.11], [-1.08, -0.45, -0.14], [1.35, -3.10, -5.13], [1.27, 5.28, -0.13], [2.62, 2.63, 4.21], [-1.24, 4.83, 0.06], [-3.86, 2.08, -2.20], [-0.13, 0.42, 0.62], [1.68, 2.47, -2.86], [-2.25, -1.16, -4.11], [4.05, -4.99, 0.60], [1.62, -4.66, -0.16], [-2.37, -5.59, 1.73], [-0.54, -1.72, -0.74], [1.91, -2.11, 2.68], [0.17, 4.40, 0.41], [3.57, -0.50, -1.19], [2.89, 4.04, 3.72], [-5.54, 1.25, 1.33], [1.21, 2.11, 4.07], [-1.24, -6.81, 2.74], [-4.93, 3.05, -3.51], [1.08, 2.62, -1.96], [2.86, 3.96, -3.29], [1.52, -1.69, 3.62], [0.47, 2.90, 4.23], [4.45, -4.20, -0.05], [3.54, -1.04, 2.84], [-1.47, 5.69, 0.71], [-1.65, -1.92, -3.59], [-2.82, 1.79, -2.09], [4.66, -0.35, -1.12], [-2.55, -6.26, 0.89], [0.96, 1.64, 3.12], [2.10, -2.31, -5.08], [-3.20, 1.48, 4.34], [2.20, 5.06, 0.39], [1.96, -3.63, -0.31], [0.91, -3.16, -4.13], [0.37, -2.02, -0.23], [0.97, 6.31, 0.06], [1.09, -2.22, 1.99], [-0.71, 1.29, 0.92], [1.82, -4.06, -5.36], [4.82, -5.75, 0.71], [0.65, 0.76, -0.07], [-0.32, -3.37, -6.10], [-6.63, 1.19, 1.31], [-2.32, -4.56, 1.37], [2.26, -3.10, 2.99], [-3.27, -1.52, -4.13], [-3.21, -5.66, 2.42], [-1.92, 4.03, 0.35], [3.13, -1.61, 0.35], [0.35, -0.09, 1.45], [-1.49, 2.77, 3.42], [1.04, 1.39, 4.88], [3.88, 4.08, 3.26], [-5.29, 2.24, 0.93], [1.32, 5.06, -1.20], [3.25, -0.50, -2.22], [-0.81, -0.97, -5.42], [2.18, 4.32, 2.95], [-2.78, 4.01, 3.14], [-5.19, 1.17, 2.36], [-4.10, 0.31, 0.40], [3.76, -4.52, 1.54], [-2.77, 2.65, 2.21], [-1.28, -2.53, -0.75], [3.14, 0.35, -0.64], [2.87, 4.68, 4.60], [-4.42, 1.14, -2.23], [1.01, -4.94, -1.01], [-2.17, -0.23, -3.53], [-1.43, 5.19, -0.95], [2.59, 1.92, -2.59], [-4.23, 2.64, -1.34], [-0.26, -1.50, -1.78], [1.12, 1.80, -3.52], [0.96, -4.70, 0.71]], "lowdin_charge": [0.06, -0.11, 0.07, -0.12, 0.04, -0.13, -0.13, 0.06, -0.12, -0.13, -0.12, -0.15, -0.10, -0.17, -0.49, -0.46, -0.15, 0.00, -0.48, -0.01, -0.17, 0.00, -0.16, -0.15, -0.01, -0.02, -0.16, 0.00, -0.14, -0.49, -0.15, -0.01, -0.17, -0.02, 0.07, 0.07, 0.06, 0.07, 0.09, 0.07, 0.08, 0.10, 0.10, 0.06, 0.06, 0.08, 0.08, 0.06, 0.08, 0.08, 0.08, 0.04, 0.07, 0.04, 0.09, 0.06, 0.06, 0.08, 0.08, 0.08, 0.08, 0.08, 0.07, 0.08, 0.08, 0.08, 0.07, 0.02, 0.07, 0.05, 0.09, 0.08, 0.07, 0.08, 0.07, 0.05, 0.05, 0.09, 0.06, 0.02, 0.07, 0.06, 0.09, 0.07, 0.09, 0.08, 0.09, 0.07, 0.09, 0.06, 0.07, 0.08, 0.08, 0.08], "relative_energy_kcal_mol": 28.4, "lumo_ev": 0.226, "total_charge": 0, "e_tot_ha": -1814.06396}